{
  "formula": "C34H33BN12OPbS5Se",
  "method": "ωB97M-V/def2-TZVPD",
  "de_lowest_kj_mol": 0.00,
  "spin_multiplicity": 1,
  "energy_ev": -181170.965,
  "homo_energy_ev": -1.276,
  "gap_ev": 4.7935,
  "max_force_ev_per_a": 2.01,
  "charge": -2,
  "species": ["C", "Pb", "N", "C", "C", "H", "S", "C", "C", "S", "H", "H", "C", "C", "C", "H", "N", "C", "C", "N", "H", "H", "C", "H", "S", "C", "C", "H", "C", "H", "B", "H", "C", "C", "C", "H", "O", "S", "C", "C", "N", "H", "C", "N", "H", "Se", "N", "H", "H", "H", "N", "H", "H", "H", "C", "C", "N", "H", "H", "N", "H", "H", "C", "C", "C", "C", "H", "C", "H", "C", "C", "H", "C", "H", "H", "H", "H", "H", "C", "N", "N", "S", "N", "C", "H", "H", "C", "C"],
  "positions_angstrom": [[-0.2580, -3.7708, -3.6483], [1.4840, -1.6852, 0.9545], [-0.7888, -3.6194, -2.3947], [-0.4258, -4.6030, 2.7389], [-2.5086, -2.0807, 1.3199], [-2.0341, -1.6832, 2.1788], [6.9897, -1.9202, 0.4263], [7.4889, -3.5719, 0.8537], [-1.9603, 0.6179, -0.4554], [6.0810, -4.5117, 1.2626], [1.8405, -4.1306, -4.3017], [-4.7377, -1.9549, 1.6952], [-1.2994, 4.0298, -1.2281], [-4.2271, 5.3996, 0.3878], [-2.3066, 1.7417, -1.0826], [-0.4982, 1.9247, -3.9760], [-0.7793, 0.7992, 0.2588], [0.7135, -1.4840, 4.2523], [4.7837, -3.2801, 1.1282], [-1.2788, 2.6524, -0.8366], [-1.5250, -6.2536, 3.5984], [-2.7987, -4.6573, -2.0548], [-2.5981, 4.1566, 1.7354], [-1.6289, -5.1994, 5.8311], [3.1815, -3.7689, 1.5993], [1.1008, -4.0009, -3.5149], [-3.4035, 4.4259, 2.7921], [-0.4004, 4.5203, -0.8566], [2.0254, 1.4554, -3.6421], [-0.4093, -4.9465, 1.7226], [-2.2905, -3.5173, -2.0471], [-5.9382, 6.2047, 1.3796], [4.3093, 1.0602, -2.8614], [-0.4051, 2.0184, -0.0204], [5.2186, -2.0491, 0.7441], [1.9185, 1.4553, 5.7109], [8.6299, -3.9989, 0.8142], [0.6475, -0.6153, 5.7699], [1.3159, -3.9697, -2.1315], [2.4068, 3.1909, -5.0609], [3.3389, 1.7959, -3.6170], [2.5881, 1.0204, 3.1964], [-3.0422, 4.6924, 0.5234], [-4.3461, 5.7588, -0.9299], [-0.6139, -2.9488, 6.1899], [1.1887, 0.1661, -2.6441], [1.4555, 2.3219, -4.5450], [2.1788, 3.9758, -5.7683], [0.6576, 3.6550, 0.7928], [-4.8219, -2.8802, -0.8571], [-1.7907, -2.4686, 0.2663], [1.5780, 2.7250, -0.3848], [2.2164, -4.1196, -1.5721], [-3.1741, 3.9994, 3.7597], [0.8499, 2.6613, 0.4066], [3.5790, 2.8414, -4.4919], [0.1382, -3.4151, 2.9224], [-5.1581, 5.3724, 3.6092], [-1.7288, 3.5108, 1.8331], [0.1718, -3.7385, -1.4860], [-1.2589, 4.1423, -2.3171], [1.2706, 2.1158, 1.2792], [1.9668, 0.3638, 3.7983], [0.1156, -2.8297, 4.1461], [-0.5432, -3.4549, 5.2205], [1.6634, 0.6246, 5.0956], [-0.8504, -3.6487, -4.5578], [1.4158, -0.8144, 3.2640], [-3.1593, 2.0122, -1.7285], [-3.9367, -2.6617, -0.2334], [-3.8982, -2.2215, 1.0868], [5.2664, 1.0390, -3.4207], [-1.0799, -5.2743, 3.7545], [4.4864, 1.5167, -1.8905], [-2.4894, -0.3010, -0.4527], [-2.7981, -2.8687, -2.9216], [-0.3604, 3.2242, -5.2205], [-0.1468, 1.4815, -5.6605], [-5.0267, 5.6783, 1.4904], [-3.3331, 5.3510, -1.5562], [-2.6685, -2.8366, -0.6873], [4.1539, -0.7072, 0.4356], [-2.4862, 4.6989, -0.7342], [-4.5709, 5.1877, 2.7070], [4.5417, 3.2912, -4.6249], [3.9388, 0.0422, -2.6521], [-1.1267, -4.6993, 5.0216], [0.0137, 2.2423, -4.8867]],
  "forces_ev_per_a": [[-0.3, 0.3, 0.1], [0.2, -0.3, 0.3], [0.4, 0.2, -0.8], [-0.1, 0.7, 0.3], [-0.8, -0.5, -0.6], [0.5, 0.2, 0.7], [-0.4, 0.2, 0.1], [-0.3, 0.4, -0.3], [0.4, -0.3, 0.9], [-0.6, -0.4, 0.3], [-0.3, 0.0, 0.2], [-0.1, 0.0, 0.2], [0.5, -0.1, -0.2], [0.3, 0.0, 0.0], [-0.7, 1.3, -1.4], [-0.1, 0.0, -0.1], [-0.3, 0.1, -0.5], [0.2, -0.2, -0.6], [1.0, 0.5, 0.0], [-1.0, 0.2, -0.4], [0.0, 0.2, -0.2], [0.2, 0.4, 0.1], [0.3, -0.3, -0.6], [-0.1, -0.1, 0.2], [0.0, -0.2, 0.0], [0.0, 0.0, -0.3], [-0.2, -0.3, 1.3], [-0.1, 0.0, 0.2], [-0.4, 0.3, -0.1], [0.1, -0.3, -0.3], [-0.5, -0.6, -0.3], [-0.7, 0.5, 0.0], [1.0, -0.5, 0.3], [0.5, -0.4, 0.4], [0.0, -0.9, 0.0], [0.2, 0.5, 0.2], [-0.3, 0.3, 0.1], [0.6, 0.3, -0.4], [-0.6, 0.1, 0.0], [-0.1, -0.4, 0.1], [-0.3, 0.1, -0.6], [0.1, 0.0, 0.1], [1.1, -0.4, -0.2], [-0.9, 0.6, 0.1], [0.1, -0.3, -0.4], [0.0, 0.2, -0.2], [-1.1, -0.1, -0.1], [0.0, -0.2, 0.1], [0.0, 0.5, 0.0], [0.8, 0.0, 0.3], [-0.3, 0.0, 0.3], [0.3, -0.1, -0.3], [0.3, 0.0, 0.2], [0.2, 0.0, 0.0], [0.3, -0.3, 1.6], [-0.1, 0.1, 0.1], [0.4, 0.6, 0.6], [0.2, -0.1, -0.3], [-0.1, 0.2, -0.1], [0.7, -0.5, 0.5], [-0.4, 0.0, 0.1], [-0.2, 0.1, -0.8], [0.3, 0.8, -0.2], [-0.6, -0.1, -0.6], [0.1, 0.1, 0.0], [-0.7, -0.7, 0.3], [0.1, -0.1, 0.5], [-0.6, -1.4, 0.1], [0.7, -0.3, 0.5], [-0.5, -0.4, -0.2], [0.9, 0.2, -1.1], [-0.5, -0.1, 0.3], [-0.1, -0.6, 0.5], [0.0, 0.0, 0.1], [-0.2, -0.6, 0.1], [-0.2, 0.2, -0.4], [0.3, -0.4, 0.1], [0.0, 0.2, 0.2], [0.8, -0.7, 0.7], [0.9, -0.5, -1.2], [-0.1, 0.2, 0.6], [0.3, 0.5, -0.1], [-0.8, 0.2, 0.5], [-1.0, 0.6, -0.4], [0.2, -0.1, 0.1], [0.2, 0.4, -0.2], [0.3, 0.5, -0.5], [0.8, 0.2, 0.1]],
  "lowdin_charge": [-0.134, 0.866, -0.108, -0.134, -0.215, 0.081, 0.871, -1.099, -0.117, 0.895, 0.074, 0.063, -0.080, -0.247, -0.068, 0.030, 0.126, -0.534, -1.175, -0.037, 0.093, 0.053, 0.011, 0.089, 0.357, -0.117, -0.095, 0.128, -0.727, 0.111, -0.468, 0.095, -0.073, -0.453, -1.173, 0.032, -0.132, 0.942, -0.203, -0.076, -0.144, 0.080, -0.158, 0.051, 0.078, 0.681, -0.135, 0.108, 0.062, 0.111, 0.032, 0.070, 0.073, 0.109, -0.008, -0.073, 0.055, 0.101, 0.118, 0.024, 0.131, 0.090, -0.266, -0.295, -0.056, -0.438, 0.101, -0.339, 0.127, -0.146, -0.095, 0.098, -0.079, 0.073, 0.070, 0.045, 0.084, 0.090, -0.016, 0.034, -0.097, 0.316, -0.042, -0.089, 0.108, 0.042, -0.089, -0.048]
}